Entry 1:
The following is a quantum chemistry calculation of a 3-piece molecular cluster, C26H41N2O4P overall, from the OMol25 dataset.

Cartesian coordinates (Å):
P1 -2.41 2.49 4.39
O1 0.73 -0.13 -2.13
O2 3.02 -4.47 -8.46
O3 3.78 -3.48 -6.71
O4 0.73 2.02 -1.98
N1 1.08 0.98 -2.49
N2 2.91 -4.07 -7.32
C1 1.24 2.69 3.80
C2 -0.76 -4.75 -5.35
C3 -0.58 -5.21 -6.65
C4 0.41 1.55 1.62
C5 -0.76 -2.34 4.69
C6 1.37 2.56 2.28
C7 -3.70 2.25 3.06
C8 -0.24 -1.23 3.79
C9 -5.12 1.03 4.84
C10 0.79 -1.70 2.77
C11 3.28 -0.06 -5.31
C12 -1.21 3.65 3.59
C13 3.74 1.18 -5.76
C14 1.62 -4.31 -6.63
C15 1.71 -0.60 2.24
C16 2.45 2.29 -4.07
C17 2.01 1.05 -3.64
C18 1.47 -3.85 -5.33
C19 0.26 -4.08 -4.69
C20 -5.09 2.02 3.68
C21 1.08 0.27 1.14
C22 2.41 -0.13 -4.24
C23 0.15 3.65 4.30
C24 -3.39 1.16 2.04
C25 0.62 -4.99 -7.30
C26 3.32 2.35 -5.14
H1 4.42 1.22 -6.60
H2 -1.37 -5.74 -7.15
H3 0.12 -3.72 -3.68
H4 2.28 -3.34 -4.84
H5 -1.67 1.29 4.21
H6 -1.70 -4.93 -4.84
H7 -1.13 3.52 2.51
H8 -0.07 2.01 0.76
H9 3.67 3.30 -5.49
H10 -3.71 3.21 2.55
H11 0.06 -2.93 5.09
H12 1.23 3.55 1.84
H13 -1.66 4.63 3.75
H14 2.19 3.08 4.18
H15 0.79 -5.33 -8.31
H16 -5.74 1.63 2.89
H17 2.02 0.03 3.07
H18 0.18 -0.42 4.40
H19 1.39 -2.50 3.21
H20 2.63 -1.06 1.86
H21 -0.38 1.30 2.34
H22 -1.09 -0.78 3.26
H23 1.81 0.52 0.37
H24 -6.13 0.64 4.99
H25 0.32 -0.34 0.62
H26 2.10 3.19 -3.57
H27 -4.13 1.17 1.24
H28 -1.41 -3.02 4.14
H29 -4.48 0.17 4.65
H30 -3.44 0.17 2.51
H31 2.40 2.28 2.03
H32 0.56 4.66 4.27
H33 -5.52 2.97 3.99
H34 2.05 -1.07 -3.86
H35 -0.03 3.44 5.35
H36 -4.79 1.48 5.77
H37 3.61 -0.97 -5.80
H38 -1.33 -1.95 5.53
H39 -2.40 1.27 1.58
H40 1.12 1.71 4.26
H41 0.27 -2.16 1.92

- Structure (SMILES): CCCCCCCCCCP[C@@H](C)CC.O=[N+]([O-])c1ccccc1.O=[N+]([O-])c1ccccc1
- Lowest unoccupied orbital energy: -0.02423 Ha
- Orbital gap: 7.772 eV

Löwdin atomic charge list, values in e, 5 entries: 0.971, 0.069, 0.084, 0.062, 0.077

---

Entry 2:
The following is a quantum chemistry calculation of a 3-piece molecular cluster, C26H42BClF2IN2O10P2S overall in a non-equilibrium geometry, from the OMol25 dataset.

Cartesian coordinates (Å):
I1 1.99 5.44 -1.22
Cl1 -3.05 0.10 3.20
S1 -3.64 0.48 1.30
P1 2.15 -2.44 -3.08
P2 4.17 -2.48 -0.18
F1 -10.47 -0.82 4.32
F2 4.54 1.42 0.08
O1 0.63 0.20 3.50
O2 5.40 -1.96 -1.12
O3 1.86 -1.12 -3.90
O4 1.21 -3.60 -3.60
O5 -3.63 1.89 1.11
O6 -4.84 -0.26 1.09
O7 -1.03 -3.71 0.23
O8 1.56 0.73 -0.26
O9 3.54 -2.83 -2.99
O10 -0.59 -4.85 -1.80
N1 1.55 -2.04 -1.43
N2 4.53 -1.77 1.31
C1 -8.79 1.14 1.14
C2 5.28 3.66 0.01
C3 0.72 2.81 -1.98
C4 7.14 4.33 1.37
C5 -2.15 -1.51 -1.88
C6 1.09 3.57 -0.72
C7 -2.35 -0.23 0.32
C8 1.79 0.15 2.69
C9 5.41 2.39 0.51
C10 6.38 2.05 1.43
C11 0.36 -1.04 -1.40
C12 -10.71 0.66 2.52
C13 0.89 0.39 -1.48
C14 -9.92 -0.18 3.27
C15 1.63 -0.86 1.53
C16 1.26 -3.31 -0.68
C17 2.79 -1.31 -0.77
C18 2.34 -0.32 0.29
C19 -10.14 1.32 1.44
C20 7.25 3.04 1.86
C21 6.15 4.64 0.45
C22 -0.10 1.53 -1.67
C23 -8.02 0.29 1.92
C24 -2.81 -0.34 -1.14
C25 -0.73 -1.33 -2.44
C26 -8.58 -0.38 3.00
B1 -0.19 -4.00 -0.79
H1 -3.87 -0.56 -1.11
H2 -1.80 -4.29 0.22
H3 -8.00 -1.04 3.62
H4 3.27 -0.75 -1.57
H5 -8.35 1.66 0.30
H6 -0.64 1.73 -0.75
H7 8.02 2.79 2.58
H8 4.50 3.88 -0.71
H9 -2.77 -1.72 -2.75
H10 -2.21 -2.38 -1.25
H11 0.56 -0.96 1.39
H12 4.82 -0.80 1.31
H13 5.20 -2.34 1.81
H14 1.90 1.14 2.26
H15 2.67 -0.10 3.27
H16 7.82 5.10 1.71
H17 6.06 5.65 0.07
H18 -0.73 -0.60 -3.24
H19 0.11 3.46 -2.61
H20 0.61 -3.35 -4.31
H21 -0.80 1.38 -2.48
H22 -10.74 1.99 0.84
H23 2.04 -1.81 1.85
H24 0.27 3.72 -0.04
H25 1.91 3.06 -0.22
H26 -0.26 -5.74 -1.68
H27 1.60 2.57 -2.57
H28 -0.56 -2.28 -2.94
H29 3.26 0.15 0.62
H30 -6.98 0.14 1.68
H31 5.74 -1.11 -0.81
H32 6.44 1.04 1.80
H33 0.67 -0.49 4.15
H34 -0.09 -1.17 -0.43
H35 -2.20 -1.23 0.72
H36 -11.75 0.79 2.77
H37 1.62 0.49 -2.28
H38 1.55 -1.30 -4.80
H39 1.98 -4.05 -1.03
H40 1.42 -3.13 0.38
H41 -1.43 0.32 0.48
H42 -2.74 0.61 -1.66

- Lowest unoccupied orbital energy: -0.11259 Ha
- Net charge: +1
- Orbital gap: 7.204 eV

Löwdin atomic charge list, values in e, 5 entries: 0.833, 0.439, 0.316, 0.469, 0.897

---

Entry 3:
The following is a quantum chemistry calculation of a 3-piece molecular cluster, C26H42Br2N2O6 overall in a non-equilibrium geometry, from the OMol25 dataset.

Cartesian coordinates (Å):
Br1 0.51 0.58 -3.70
Br2 3.82 0.77 -1.70
O1 1.02 -2.52 3.43
O2 -7.25 -3.08 -0.39
O3 -5.85 -1.80 -1.69
O4 -1.87 1.87 3.14
O5 4.93 -1.23 -3.75
O6 -3.69 2.59 4.49
N1 -0.93 3.96 0.24
N2 2.08 1.76 1.48
C1 6.22 -2.20 -5.49
C2 -4.50 0.11 -0.59
C3 -6.92 -1.91 -0.75
C4 2.38 -1.73 1.00
C5 2.40 2.09 -2.10
C6 -1.07 1.17 -0.21
C7 1.33 1.37 0.61
C8 -2.09 1.02 -1.44
C9 0.69 -0.78 -0.91
C10 5.16 -1.29 -4.94
C11 2.66 3.57 -1.44
C12 2.93 -3.26 1.24
C13 0.88 -1.76 0.35
C14 0.47 0.78 -0.64
C15 -2.68 2.87 3.76
C16 4.39 -0.45 -5.93
C17 -3.63 1.37 -1.14
C18 -1.58 0.41 1.11
C19 -1.11 2.75 0.21
C20 0.84 -2.52 4.63
C21 -2.61 1.21 2.04
C22 -0.05 -1.49 5.29
C23 -2.29 4.44 3.58
C24 -5.51 -0.37 -1.79
C25 1.50 -3.54 5.53
C26 0.88 1.59 -1.97
H1 -3.84 -0.82 -0.39
H2 5.77 -2.93 -6.17
H3 -2.07 -0.08 -1.82
H4 3.66 -3.58 0.39
H5 1.92 3.81 -0.59
H6 6.98 -1.62 -6.01
H7 5.07 0.21 -6.47
H8 3.07 -1.27 0.21
H9 -0.45 -0.82 4.53
H10 2.15 -3.03 6.25
H11 1.58 -1.04 -1.60
H12 0.07 -1.73 1.15
H13 -3.79 2.33 -0.52
H14 -3.22 5.11 3.60
H15 2.67 4.39 -2.25
H16 2.53 2.31 -3.24
H17 -6.41 0.32 -1.92
H18 0.81 -2.83 -0.10
H19 -1.59 4.78 4.44
H20 -4.10 1.62 -2.18
H21 3.86 -1.10 -6.63
H22 -1.81 1.67 -2.37
H23 -3.35 1.90 1.52
H24 2.11 -4.21 4.92
H25 6.69 -2.75 -4.67
H26 -0.24 -1.16 -1.49
H27 -0.88 -1.99 5.80
H28 -2.09 -0.60 0.83
H29 0.74 -4.12 6.04
H30 2.07 -4.03 1.21
H31 -3.25 0.40 2.58
H32 0.53 -0.90 6.00
H33 -5.17 0.37 0.31
H34 3.71 3.51 -0.99
H35 3.41 -3.39 2.28
H36 -1.72 4.64 2.61
H37 -7.52 -1.03 -0.32
H38 -4.90 -0.28 -2.78
H39 -0.72 0.10 1.83
H40 2.40 -1.18 2.01
H41 3.65 0.16 -5.39
H42 0.23 2.54 -2.12

- Structure (SMILES): CCCC[C@@](C#N)([C@H](Br)[C@@H](C)Br)[C@@](C#N)(CCCCOC=O)CCOC(C)=O.CC(C)=O.CC(C)=O
- Lowest unoccupied orbital energy: 0.00821 Ha
- Orbital gap: 9.623 eV

Löwdin atomic charge list, values in e, 5 entries: 0.697, 0.751, 0.047, 0.017, -0.073

---

Entry 4:
The following is a quantum chemistry calculation of a 8-piece molecular cluster, C26H42Cl14N2 overall in a non-equilibrium geometry, from the OMol25 dataset.

Cartesian coordinates (Å):
Cl1 -3.38 2.40 5.78
Cl2 3.23 -1.35 -3.22
Cl3 7.23 -5.59 6.07
Cl4 1.53 -0.83 -6.15
Cl5 6.08 2.47 -3.41
Cl6 5.64 -6.18 -2.20
Cl7 -8.62 3.67 2.95
Cl8 4.82 -1.61 1.71
Cl9 5.00 -4.39 0.63
Cl10 8.95 -4.40 3.37
Cl11 1.89 -0.31 0.52
Cl12 -6.48 1.62 4.58
Cl13 4.35 2.98 -6.31
Cl14 -8.68 0.54 1.58
N1 -2.23 3.52 -5.45
N2 0.20 2.71 -3.54
C1 4.25 1.57 -5.24
C2 4.42 1.94 -3.79
C3 -1.21 2.56 -3.22
C4 -2.39 2.97 -4.13
C5 1.57 -1.87 -3.61
C6 -5.25 0.49 5.19
C7 4.63 -0.35 0.46
C8 -3.03 1.74 -1.27
C9 6.92 -4.08 5.18
C10 4.95 -6.17 0.45
C11 0.32 3.26 -4.86
C12 -4.44 1.08 6.32
C13 -3.89 2.75 -3.64
C14 -1.57 1.94 -1.79
C15 -1.90 0.44 2.37
C16 -4.21 2.16 -2.25
C17 -2.94 2.92 2.17
C18 7.21 -4.22 3.70
C19 1.41 -2.24 -5.07
C20 -2.32 1.66 1.35
C21 -0.85 3.65 -5.81
C22 6.00 -6.67 -0.53
C23 3.44 0.55 0.73
C24 -10.02 2.85 2.23
C25 -10.00 1.35 2.48
C26 -3.31 1.13 0.21
H1 -0.71 1.61 -1.10
H2 -5.78 -0.40 5.53
H3 3.73 2.74 -3.50
H4 4.22 1.08 -3.16
H5 -1.31 2.05 0.94
H6 0.89 -1.07 -3.32
H7 6.03 -7.76 -0.52
H8 5.55 0.24 0.47
H9 -0.87 0.75 2.79
H10 -10.92 3.28 2.68
H11 5.01 0.84 -5.56
H12 -0.59 4.08 -6.85
H13 -4.08 2.85 2.30
H14 -2.38 2.98 3.19
H15 -4.40 1.45 0.46
H16 -4.62 0.20 4.35
H17 -1.76 -0.51 1.74
H18 1.36 -2.74 -2.98
H19 3.27 1.12 -5.40
H20 3.94 -6.45 0.13
H21 -10.04 3.08 1.16
H22 -5.08 1.46 7.12
H23 1.40 3.44 -5.27
H24 -2.63 3.86 1.57
H25 6.99 -6.30 -0.27
H26 -3.79 0.31 6.75
H27 -10.93 0.90 2.13
H28 -9.88 1.12 3.54
H29 -3.36 -0.03 0.15
H30 -2.71 0.37 3.16
H31 7.52 -3.29 5.63
H32 3.46 0.96 1.74
H33 2.16 -2.97 -5.38
H34 6.88 -3.32 3.17
H35 5.86 -3.84 5.33
H36 5.13 -6.59 1.43
H37 -5.27 1.97 -1.86
H38 0.43 -2.68 -5.24
H39 3.44 1.38 0.02
H40 -4.75 3.04 -4.35
H41 6.69 -5.08 3.27
H42 4.55 -0.84 -0.51

- Structure (SMILES): CC(C)Cc1ccc2nccnc2c1.ClCCCl.ClCCCl.ClCCCl.ClCCCl.ClCCCl.ClCCCl.ClCCCl
- Lowest unoccupied orbital energy: -0.02878 Ha
- Orbital gap: 7.683 eV

Löwdin atomic charge list, values in e, 5 entries: 0.559, 0.593, 0.532, 0.569, 0.535

---

Entry 5:
The following is a quantum chemistry calculation of C26H42Cl2IN5O8P2SSn as an isolated structure in a non-equilibrium geometry, from the OMol25 dataset.

Cartesian coordinates (Å):
I1 4.08 0.10 2.80
Sn1 1.33 0.34 1.36
Cl1 -2.01 -2.58 4.72
Cl2 0.47 -1.67 3.48
S1 -0.85 -0.31 0.15
P1 -0.26 2.95 -0.26
P2 0.53 2.79 2.62
O1 -1.67 2.58 -0.56
O2 0.32 4.02 -1.28
O3 2.23 -1.30 0.40
O4 -0.19 1.43 2.61
O5 1.59 1.80 -3.83
O6 0.84 1.91 -0.09
O7 0.27 3.57 3.97
O8 1.96 2.59 2.29
N1 -1.87 3.71 1.73
N2 1.68 -2.64 -2.87
N3 -1.33 -2.85 0.80
N4 3.25 1.06 0.15
N5 -1.37 -2.35 -1.45
C1 -0.39 3.82 1.41
C2 2.17 -1.36 -0.91
C3 -3.29 -4.41 0.46
C4 -1.79 -4.23 0.70
C5 -2.38 -0.49 -2.87
C6 5.74 3.96 1.84
C7 -3.65 -1.11 -3.45
C8 4.35 3.29 -0.01
C9 -4.32 -2.49 1.81
C10 4.09 2.08 0.63
C11 -4.36 -2.11 -2.55
C12 -1.19 -1.99 -0.20
C13 2.61 0.82 -4.03
C14 2.55 -0.27 -1.72
C15 -4.20 -4.00 1.61
C16 -1.22 -1.45 -2.62
C17 5.47 2.78 2.50
C18 4.64 1.86 1.88
C19 1.50 -3.78 -0.74
C20 0.07 5.27 1.43
C21 5.18 4.22 0.59
C22 1.96 -1.56 -3.62
C23 1.78 -2.56 -1.56
C24 -0.66 -1.49 4.88
C25 3.23 0.83 -1.12
C26 2.40 -0.36 -3.13
H1 1.83 -1.68 -4.69
H2 -5.34 -2.37 -2.95
H3 -1.00 -0.47 4.88
H4 -2.27 4.62 1.97
H5 -1.22 -4.72 -0.10
H6 -3.46 -2.06 2.33
H7 0.95 -4.50 -1.34
H8 -1.08 -2.10 -3.48
H9 -5.20 -2.25 2.41
H10 -4.42 -1.98 0.85
H11 -4.52 -1.70 -1.54
H12 3.61 1.26 -3.90
H13 1.12 5.33 1.15
H14 5.90 2.57 3.47
H15 -2.61 0.05 -1.95
H16 3.87 1.42 -1.78
H17 6.39 4.69 2.30
H18 -2.29 3.32 0.85
H19 5.38 5.15 0.09
H20 2.53 0.51 -5.06
H21 -2.00 0.25 -3.58
H22 -0.30 -0.89 -2.46
H23 -0.08 -1.75 5.77
H24 0.97 -3.53 0.17
H25 1.06 3.77 4.49
H26 -0.49 5.87 0.70
H27 -2.07 3.05 2.48
H28 -4.34 -0.30 -3.68
H29 -3.88 -4.50 2.53
H30 -0.05 5.70 2.42
H31 -5.20 -4.40 1.39
H32 -3.81 -3.05 -2.46
H33 -3.41 -1.59 -4.40
H34 -0.31 4.22 -1.99
H35 -1.49 -4.72 1.63
H36 -1.35 -2.42 1.72
H37 3.88 3.51 -0.97
H38 -3.59 -3.86 -0.44
H39 -3.43 -5.47 0.23
H40 -1.65 -3.30 -1.63
H41 1.64 2.14 -2.92
H42 2.44 -4.25 -0.44

- Lowest unoccupied orbital energy: -0.28256 Ha
- Net charge: +2
- Orbital gap: 5.735 eV

Löwdin atomic charge list, values in e, 5 entries: 1.290, 0.999, 0.615, 0.552, 0.836

---

Entry 6:
The following is a quantum chemistry calculation of C26H42ClCuN4O4 as an isolated structure in a non-equilibrium geometry, from the OMol25 dataset.

Cartesian coordinates (Å):
Cu1 0.80 -0.26 -0.71
Cl1 1.81 -1.99 0.34
O1 -0.11 2.46 -0.82
O2 2.60 0.72 -0.93
O3 0.66 0.06 -2.70
O4 -1.08 -0.40 -0.36
N1 -0.21 0.56 -4.72
N2 1.13 0.66 1.84
N3 -1.82 2.80 0.69
N4 4.65 0.88 0.10
C1 2.23 2.89 1.55
C2 -1.22 -2.77 -0.91
C3 -3.66 -0.90 2.78
C4 -1.11 3.69 1.58
C5 1.06 0.52 4.12
C6 5.52 0.39 1.16
C7 -2.97 -1.54 0.55
C8 -0.02 -1.37 2.75
C9 -1.94 -1.44 -0.61
C10 1.71 1.71 3.78
C11 0.70 -0.10 2.88
C12 -4.77 -2.74 1.65
C13 5.26 1.73 -0.91
C14 -0.63 -2.92 -2.27
C15 3.44 0.34 -0.09
C16 -4.60 -1.94 2.78
C17 1.71 1.77 2.35
C18 0.94 -0.01 -5.40
C19 0.07 -4.67 0.10
C20 -0.23 0.63 -3.39
C21 -3.23 2.59 0.98
C22 -3.95 -2.54 0.53
C23 -1.03 -3.67 0.07
C24 -1.30 2.41 -0.50
C25 -1.21 1.20 -5.56
C26 -2.89 -0.68 1.64
H1 1.52 -0.63 -4.71
H2 4.90 -0.14 1.90
H3 -3.77 3.56 0.99
H4 6.03 1.23 1.65
H5 -0.32 -3.96 -2.45
H6 -0.91 3.18 2.54
H7 -0.16 4.00 1.13
H8 2.02 3.84 2.08
H9 -2.00 1.62 -4.92
H10 1.75 2.91 0.56
H11 0.84 -4.35 0.82
H12 0.58 -0.61 -6.24
H13 -1.37 -2.66 -3.04
H14 -0.30 -1.52 1.70
H15 2.14 2.48 4.41
H16 -5.20 -2.11 3.68
H17 -1.68 -3.67 0.96
H18 3.23 -0.51 0.59
H19 0.57 -4.75 -0.88
H20 1.57 0.78 -5.81
H21 6.07 1.19 -1.42
H22 -2.09 2.02 -1.19
H23 -2.52 -1.23 -1.53
H24 -3.34 2.12 1.97
H25 3.32 2.83 1.44
H26 -5.52 -3.52 1.64
H27 -3.51 -0.26 3.65
H28 -2.17 0.15 1.59
H29 4.50 2.04 -1.63
H30 -1.73 4.57 1.80
H31 -3.66 1.93 0.22
H32 0.82 0.10 5.09
H33 5.68 2.61 -0.41
H34 -4.04 -3.16 -0.36
H35 -0.29 -5.66 0.40
H36 -1.06 1.19 -2.94
H37 0.62 -2.21 3.06
H38 -0.75 1.99 -6.17
H39 6.28 -0.31 0.77
H40 -0.93 -1.36 3.38
H41 -1.65 0.46 -6.25
H42 0.24 -2.26 -2.40

- Lowest unoccupied orbital energy (alpha / beta): 0.08169 / 0.08165 Ha
- Expectation value of S²: 0.75
- Multiplicity: 2
- Net charge: -1
- Orbital gap (alpha / beta): 4.438 / 4.437 eV

Löwdin atomic charge list, values in e, 5 entries: 0.406, 0.289, -0.015, -0.076, -0.073